1.
{"formula": "C2H6O2", "method": "wB97M-V/def2-TZVPD", "largest_force_ev_per_a": 2.16, "e_homo_ev": -9.440, "total_charge": 0, "de_lowest_kcal_mol": 32.07, "species": ["C", "C", "O", "H", "H", "H", "H", "H", "H", "O"], "positions_angstrom": [[-1.802944, -1.140991, -1.363234], [-1.395536, 0.088703, -1.582357], [-0.060537, 0.416640, -1.753797], [-2.831777, -1.474061, -1.432203], [-1.279527, -1.936313, -0.846815], [-2.026498, 0.914772, -1.959529], [0.123409, 1.321596, -1.497248], [2.767420, 1.258845, 3.837986], [3.167324, 0.061990, 2.869659], [3.338666, 0.488820, 3.727538]], "forces_ev_per_angstrom": [[-0.88, -1.06, 1.27], [0.47, 1.18, -1.74], [0.00, -0.68, 0.80], [-0.25, 0.82, -0.20], [0.99, 0.24, -0.54], [-0.11, -0.71, 0.41], [-0.21, 0.20, 0.01], [0.02, -0.32, -0.40], [-0.16, 0.59, 0.55], [0.14, -0.27, -0.15]]}

***

2.
{"formula": "C5H9O", "method": "wB97M-V/def2-TZVPD", "largest_force_ev_per_a": 2.02, "e_homo_ev": -2.309, "total_charge": -1, "de_lowest_kcal_mol": 9.00, "species": ["C", "O", "C", "C", "C", "C", "H", "H", "H", "H", "H", "H", "H", "H", "H"], "positions_angstrom": [[-0.074306, -1.416494, 1.890270], [0.313696, -1.486005, 3.139448], [0.567251, -0.232722, 1.045623], [-0.170416, 0.019675, -0.251982], [0.286566, 1.034846, -1.253004], [-0.429613, 1.439812, -2.306472], [0.177703, -2.313176, 1.251192], [-1.188824, -1.275635, 1.615928], [1.611745, -0.498069, 0.867193], [0.481782, 0.601908, 1.753013], [-0.040498, -0.930508, -0.810160], [-1.259374, 0.085644, -0.199597], [1.227075, 1.563925, -1.136164], [-1.388441, 1.119009, -2.687049], [-0.114340, 2.287795, -2.918235]], "forces_ev_per_angstrom": [[-0.09, 0.20, -1.61], [-0.20, 0.06, 0.39], [-0.64, 0.33, 0.97], [0.41, -1.45, -1.35], [-0.68, 0.77, -0.26], [0.29, 0.92, -0.50], [0.01, -0.30, 0.01], [0.20, -0.11, 0.76], [0.09, 0.30, -0.01], [0.34, 0.17, -0.26], [-0.13, -0.03, 0.14], [0.02, 0.19, 0.60], [0.14, -0.17, 0.33], [-0.29, -0.65, 0.66], [0.52, -0.24, 0.13]]}

***

3.
{"formula": "C11H15N2O", "method": "wB97M-V/def2-TZVPD", "largest_force_ev_per_a": 4.70, "spin_multiplicity": 3, "e_homo_ev": [-8.345, -11.928], "total_charge": 1, "de_lowest_kcal_mol": 0.00, "species": ["C", "C", "C", "C", "C", "C", "C", "C", "C", "C", "C", "N", "N", "O", "H", "H", "H", "H", "H", "H", "H", "H", "H", "H", "H", "H", "H", "H", "H"], "positions_angstrom": [[-0.120506, -3.354775, -0.456365], [-0.869747, -2.594378, -1.373995], [0.500504, -2.673896, 0.600049], [-0.308838, -0.506293, -0.253760], [-0.897553, -1.214997, -1.308553], [0.432371, -1.267026, 0.679282], [-0.216496, 0.918429, -0.038368], [0.455733, 1.536685, 0.959172], [1.300187, 0.698918, 1.812254], [-1.497693, -0.485426, -2.462020], [0.577761, 2.978376, 1.289837], [1.058097, -0.755273, 1.789649], [-1.244589, 1.767490, -0.794622], [2.651695, 1.067831, 1.435703], [-0.044968, -4.536841, -0.536896], [-1.444411, -2.946755, -2.328440], [1.123799, -3.145649, 1.317960], [1.165756, 0.928566, 2.842002], [-2.596326, -0.362439, -2.368558], [-1.004888, 0.408954, -2.800879], [-1.452003, -0.998615, -3.404658], [0.218088, 2.956625, 2.267475], [0.035623, 3.468799, 0.474135], [1.588310, 3.145777, 1.279839], [1.656533, -1.339700, 2.372789], [-1.993010, 1.950381, -0.108859], [-1.575160, 1.201803, -1.510297], [-0.858658, 2.680590, -1.179958], [3.360390, 0.472840, 1.806083]], "forces_ev_per_angstrom": [[0.62, -2.75, 1.37], [-0.94, 0.84, -2.12], [-0.98, -0.11, -2.28], [0.56, 3.83, 0.36], [-0.33, -0.51, -0.95], [1.43, -2.93, 2.47], [-2.48, -2.37, -3.21], [0.99, -0.32, 1.78], [1.54, -1.06, 0.38], [-1.46, -0.34, -0.75], [-1.91, -2.09, -2.44], [-0.29, 1.89, -1.85], [1.86, 1.78, 2.70], [0.69, -1.27, 0.33], [-0.20, 2.87, 0.15], [1.39, -0.17, 2.13], [0.26, -0.70, 0.44], [-0.11, 0.67, 1.12], [0.41, 0.51, 0.20], [0.34, 0.64, 0.26], [0.22, -1.02, -0.23], [-0.98, 1.44, 1.68], [0.13, 0.99, 1.00], [2.51, 1.25, -0.06], [-0.40, 0.15, -0.39], [0.10, 0.37, -0.53], [-1.12, -0.97, -1.87], [-0.60, -1.41, 0.59], [-1.24, 0.80, -0.28]]}